Computed, not measured: a molecular structure, C16H25FO6Ti in a non-equilibrium geometry, with wB97M-V/def2-TZVPD.

```
49
Properties=species:S:1:pos:R:3:forces:R:3
H 1.668 -3.054 -2.103 0.2 -0.2 -0.4
H -0.943 -2.533 -2.513 -0.1 0.2 0.7
H 2.808 -1.508 -3.406 -0.6 0.5 0.9
H -2.597 -2.563 -2.003 -1.1 0.3 -0.3
C 1.672 1.968 0.446 0.8 -0.1 -1.9
O -0.117 -2.159 0.204 -1.0 -1.1 0.0
C -0.951 0.036 2.717 0.2 -0.3 -0.2
C -2.501 0.035 -2.286 1.0 0.3 -0.2
H 1.653 -0.147 -3.386 -0.5 0.8 -0.9
C -1.384 -2.714 -0.301 -0.9 -0.3 0.3
H -2.057 0.009 -3.272 -0.5 0.5 -0.5
O 1.235 0.679 1.004 1.1 -0.2 1.1
H -3.557 -0.295 -2.304 0.8 -0.3 0.5
H -0.045 -0.534 2.916 -0.1 0.0 0.1
H 1.629 -3.025 0.881 -0.5 0.8 -0.6
C 1.213 3.243 1.105 1.7 0.4 0.6
Ti -0.255 -0.223 0.056 0.7 2.2 -3.1
C -2.475 1.174 1.238 0.0 -1.5 0.7
H 1.859 0.406 1.713 -0.5 0.2 -0.5
H 3.625 2.445 1.110 0.5 -0.1 -0.4
F -3.553 1.520 4.686 0.4 -0.4 -1.7
O 1.416 2.583 -1.887 -0.3 -0.8 1.3
H 0.825 -3.981 -0.209 -0.9 -0.6 -0.4
C -3.329 1.434 2.280 -0.5 1.0 0.2
O -0.218 1.378 -0.954 0.7 -1.2 1.0
C 2.368 -0.662 -2.811 1.1 -0.3 1.1
C -2.893 1.149 3.561 -0.4 0.5 1.2
O -1.515 -0.776 -1.543 -1.4 -0.7 0.5
C 3.193 1.932 0.248 -0.4 -1.0 0.4
C -1.354 0.337 1.421 -1.9 1.2 0.9
H 1.964 3.446 1.959 -1.7 0.0 -1.0
H -1.391 0.300 4.774 0.1 0.1 0.1
C 1.898 -2.432 -1.249 0.4 0.1 0.9
H -4.238 1.973 2.034 0.0 0.0 0.5
H 3.402 2.383 -0.710 0.3 0.6 0.0
H 0.139 3.265 1.387 0.8 0.2 -0.2
H -2.364 1.003 -1.821 -0.4 0.2 -0.4
O 1.621 -1.059 -1.602 0.2 -1.5 0.5
C -1.686 0.512 3.757 0.0 -0.7 1.4
H 2.967 -2.588 -0.906 -1.0 0.3 -0.7
H -1.343 -3.793 -0.154 0.1 0.0 -0.4
C -1.640 -2.191 -1.719 1.5 -0.8 0.8
H 3.574 0.882 0.135 -0.4 0.8 0.4
H -2.819 1.536 0.312 0.1 0.2 -1.3
H 3.183 -0.005 -2.441 -0.5 -0.3 -0.6
C 1.023 -2.941 -0.060 3.1 -0.1 0.7
C 0.992 1.987 -0.925 -0.1 1.0 -2.0
H 1.494 3.923 0.234 -0.7 0.0 1.5
H -2.198 -2.360 0.388 0.8 0.0 -0.6
```
Forces are in eV/Å.

As for the HOMO energy (spin up / spin down): -15.92 / -15.92 eV. The net charge is +2. As for the energy above the lowest of the compared OMol25 structures with the same formula, charge and spin: 31.4 kcal/mol. As for the multiplicity: 1. As for the molecular weight: 380.235 g mol⁻¹. For the LUMO energy (spin up / spin down), the calculation gives -7.97 / -7.98 eV.



Computed, not measured: a molecular structure, C16H25MnN5O5 in a non-equilibrium geometry, with wB97M-V/def2-TZVPD.

```
52
Properties=species:S:1:pos:R:3:forces:R:3
C 3.055 2.793 2.878 0.2 0.0 0.2
C -1.389 -0.353 -1.938 -0.5 1.9 2.5
H 2.868 -0.335 4.232 0.1 0.3 0.0
H -2.387 0.653 1.892 -0.2 -0.1 0.1
C 3.338 1.769 3.792 -0.2 0.2 -0.5
O 2.614 0.648 -2.614 2.8 2.3 -2.9
H -0.705 -2.825 -3.359 0.2 0.2 0.0
H -2.976 -1.561 -2.743 0.3 0.4 0.0
H -3.024 0.455 -0.177 0.1 0.7 0.0
C -0.210 -1.082 -2.234 3.1 -0.3 1.8
C -0.056 -1.937 -3.431 0.1 -0.2 -0.6
O -3.792 2.684 1.501 0.6 0.3 -0.6
N 0.803 -0.910 -1.316 -1.2 -1.3 -3.4
C -3.413 -2.340 3.166 0.3 0.0 -0.1
C 2.216 2.556 1.794 0.0 -0.6 0.0
O 1.993 -1.366 -1.650 -1.8 -1.4 1.7
C 1.831 0.389 2.518 1.8 1.8 -1.0
N -1.277 0.498 -0.890 -1.4 -0.9 -2.6
H 1.425 -4.270 0.175 0.2 -0.3 0.0
H 3.501 3.781 2.978 -0.1 -0.3 0.1
H 2.404 1.369 -0.760 -1.9 0.4 -0.9
H -3.265 2.692 0.673 -0.5 0.0 0.7
H -2.486 -0.203 -3.769 0.1 -0.1 0.4
H -4.292 -2.818 3.601 0.3 0.2 -0.1
H 0.985 -2.272 -3.526 -0.4 0.2 0.1
N 1.622 1.366 1.591 1.0 0.9 1.3
C -1.156 -1.107 2.053 -0.8 -2.2 0.2
Mn 0.528 0.697 -0.049 -0.7 0.2 1.9
H 3.549 0.951 -2.774 -1.4 -1.0 0.2
C -3.486 -1.022 2.703 0.0 -0.2 0.1
N 1.051 -0.720 2.395 -4.1 -0.5 -0.9
C 1.437 1.880 -1.184 0.9 1.6 -1.8
C -2.367 -0.400 2.163 0.7 0.1 -0.4
C -1.083 -2.439 2.509 -0.1 -0.1 0.1
H 2.534 -0.225 -2.192 0.9 -0.6 0.0
H -3.691 3.578 1.861 -0.1 -0.3 -0.1
H -4.417 -0.462 2.771 0.2 -0.1 0.1
H 4.018 1.935 4.628 -0.2 -0.1 -0.3
C -2.202 -3.049 3.073 -0.1 0.3 -0.2
C 2.731 0.535 3.597 -0.9 -0.5 -0.7
C -2.637 -0.510 -2.719 -0.8 -0.1 -0.3
H 1.788 2.906 -1.448 -0.8 -0.5 0.5
N -0.001 -0.466 1.618 2.5 -0.3 3.4
H -0.141 -2.976 2.384 -0.4 0.2 0.1
O -2.458 1.177 -0.526 0.0 -0.9 0.0
H -2.135 -4.080 3.434 0.0 0.4 -0.2
H 2.016 3.325 1.053 0.1 -0.1 0.1
H 1.667 -2.847 -0.414 -0.6 -0.8 0.8
H -0.333 -1.396 -4.352 0.1 -0.2 0.3
H -3.457 0.100 -2.318 0.4 -0.2 -0.2
H 0.767 1.493 -2.082 1.7 0.6 1.8
O 1.100 -3.373 0.219 0.6 1.0 -0.7
```
Forces are in eV/Å.

The expectation value of S² is 6.4002. As for the HOMO energy (spin up / spin down): -11.26 / -11.55 eV. The net charge is +1. As for the multiplicity: 5. As for the molecular weight: 422.344 g mol⁻¹. For the LUMO energy (spin up / spin down), the calculation gives -5.03 / -5.24 eV.